No. 1
Below is 2 unconnected molecules or ions with the total composition C5H9NO at a distorted geometry, with properties calculated with the ωB97M-V functional and the def2-TZVPD basis.

The geometry in XYZ format:
```
16
Properties=species:S:1:pos:R:3:forces:R:3:lowdin_charge:R:1
C 1.6204 -0.8181 -0.6186 0.0691 -0.0826 -0.0008 -0.060
C 0.3823 -0.0233 -0.3434 -0.2110 -0.0836 -0.1110 -0.426
C 0.3869 1.4537 -0.5361 -0.0071 0.0575 0.0932 -0.072
N -0.7782 -0.6588 -0.2000 0.3881 -0.0205 0.1019 -0.093
C -2.0100 -0.2145 0.0879 -0.2317 0.1087 -0.2096 -0.088
C -0.4798 0.2371 2.3016 0.0199 -0.9457 0.9818 0.008
O -0.5033 -0.6561 3.0124 0.0667 0.9826 -0.7365 0.036
H 2.4594 -0.4373 -0.0227 -0.1264 -0.0524 -0.0892 0.078
H 1.9351 -0.7725 -1.6728 -0.0697 0.0143 0.1255 0.078
H 1.4967 -1.8762 -0.3566 -0.0244 0.1400 -0.0440 0.075
H 1.3400 1.8786 -0.2116 -0.0471 -0.0674 -0.0605 0.080
H -0.4003 1.9468 0.0384 0.0605 -0.0693 -0.0114 0.056
H 0.2490 1.7217 -1.5940 -0.0441 -0.0075 0.0497 0.087
H -0.6884 -1.6696 -0.1801 -0.0027 0.0970 0.0364 0.154
H -2.2323 0.8380 0.0203 0.0318 -0.1419 -0.0386 0.040
H -2.7774 -0.9495 0.2752 0.1282 0.0708 -0.0868 0.047
```
Forces are in eV/Å.

Results
**Orbital gap (alpha / beta)**: 7.5 / 7.5 eV
**E**: -8866.19348 eV
**Net charge**: 0
**E_LUMO (alpha / beta)**: 0.94 / 0.94 eV
**HOMO energy (alpha / beta)**: -6.550 / -6.549 eV

---

No. 2
Below is CN4S2 in the gas phase at a distorted geometry, with properties calculated with the ωB97M-V functional and the def2-TZVPD basis.

The geometry in XYZ format:
```
7
Properties=species:S:1:pos:R:3:forces:R:3:lowdin_charge:R:1
C 0.6740 -0.4495 -1.6348 -0.4664 5.5925 1.4364 -0.734
N 0.7904 -1.5110 -1.9421 0.7450 -5.2484 -1.5327 0.104
N 0.8995 -0.3269 2.1022 -0.0896 0.7055 -0.3707 0.226
N -0.0706 0.0549 1.6572 4.9482 -2.3467 1.8744 -0.386
N -1.1593 0.2995 1.3337 -5.2637 1.8557 -2.3569 -0.297
S 0.3599 1.1749 -1.1501 -0.5279 -0.7658 0.0378 0.541
S -1.4938 0.7582 -0.3660 0.6545 0.2072 0.9117 0.546
```
Forces are in eV/Å.

Results
**Orbital gap**: 8.9 eV
**E**: -28664.45577 eV
**Net charge**: 0
**E_LUMO**: -0.76 eV
**HOMO energy**: -9.685 eV

---

No. 3
Below is 2 unconnected molecules or ions with the total composition C4H12N4, with properties calculated with the ωB97M-V functional and the def2-TZVPD basis.

The geometry in XYZ format:
```
20
Properties=species:S:1:pos:R:3:forces:R:3:lowdin_charge:R:1
C -0.8436 -1.9906 0.2109 -0.5531 0.0993 -0.0024 -0.111
N -0.4104 -1.1489 -0.8840 0.1007 -0.1562 -0.2090 -0.022
C -1.0934 0.0141 -1.2100 0.2111 -0.2963 -0.3203 -0.633
N -1.8990 0.5295 -0.2228 -0.2183 -0.1023 0.2409 0.118
N -1.0289 0.6070 -2.3346 -0.0886 0.5003 -0.4258 0.090
H -0.0875 -1.6585 -1.6964 -0.0622 0.2451 0.1586 0.123
H -2.2270 1.4526 -0.4708 0.0785 -0.0817 0.0563 0.094
H -1.5192 0.4892 0.7110 -0.0149 0.0910 -0.0179 0.074
H -0.4866 0.1183 -3.0384 0.0189 -0.1598 0.1484 0.026
H -0.3228 -2.9385 0.1630 0.1442 -0.1064 0.0236 0.080
H -0.6075 -1.5118 1.1539 0.0875 -0.0434 0.3174 0.062
H -1.9268 -2.1810 0.1932 0.2071 -0.0127 -0.0047 0.086
C 1.8704 0.4973 1.6644 0.1602 0.0311 -0.0160 -0.099
C 1.5191 1.2171 0.4080 0.4004 -0.2304 -0.2237 -0.334
N 0.5939 2.0646 0.3971 -0.5070 0.4098 0.4204 0.081
H 0.4176 2.5073 -0.4970 0.2229 -0.1346 -0.3293 0.047
H 2.1342 0.9547 -0.4648 -0.1705 0.1407 -0.0447 0.111
H 2.8552 0.8348 1.9980 -0.0002 -0.1039 0.0715 0.074
H 1.1360 0.7182 2.4312 -0.0497 0.0123 0.1397 0.070
H 1.9264 -0.5756 1.4882 0.0330 -0.1021 0.0169 0.064
```
Forces are in eV/Å.

Results
**Orbital gap**: 9.6 eV
**E**: -10302.75300 eV
**Net charge**: 0
**Structure (SMILES)**: [H]/N=C(/N)NC.[H]/N=C/C
**E_LUMO**: 0.88 eV
**HOMO energy**: -8.687 eV

---

No. 4
Below is 10 unconnected molecules or ions with the total composition H22NO9 at a distorted geometry, with properties calculated with the ωB97M-V functional and the def2-TZVPD basis.

The geometry in XYZ format:
```
32
Properties=species:S:1:pos:R:3:forces:R:3:lowdin_charge:R:1
N -0.1354 -0.3714 -0.0671 0.8983 3.9061 -3.7795 0.374
H 0.7153 0.0560 0.2015 1.8081 0.2168 -0.0247 0.072
H -0.6686 -0.1764 0.6964 -3.6476 2.6940 2.1860 0.053
H -0.2186 -1.2525 0.1478 0.8598 -7.6536 0.2194 0.040
H -0.4090 -0.1914 -1.0572 -0.4642 0.0191 1.3794 0.164
O 1.3658 1.3889 1.3532 -0.9547 -1.2505 -1.3376 -0.003
H 1.4693 1.2605 2.2818 0.5159 0.4907 1.1332 0.077
H 1.8398 2.1061 0.9628 0.1432 1.0878 0.6336 0.048
O -2.0854 1.6743 1.5248 3.4400 -0.1164 -2.7149 -0.009
H -2.9458 1.8916 1.5560 -5.8317 0.6739 2.8497 -0.003
H -2.2301 1.9965 0.6010 2.3559 -0.2427 -0.6322 0.059
O -2.5947 -1.1300 -1.9602 2.4333 -0.5255 3.9050 0.021
H -3.2356 -0.7961 -2.4865 -3.1852 1.6602 -2.6619 -0.008
H -2.0020 -1.6026 -2.4970 0.9587 -1.1215 -1.2551 0.025
O 2.0970 -2.6154 -0.5129 -0.9466 -0.4838 6.3216 -0.024
H 2.6506 -2.1867 0.2205 -0.9610 -1.0790 -2.1924 0.087
H 2.3576 -2.3737 -1.3305 1.8341 1.6296 -4.1083 -0.048
O -0.8883 -0.1977 3.0420 4.4388 -0.6651 -0.8089 0.001
H -0.8315 0.5387 2.4496 -0.6210 0.9423 0.0332 -0.038
H -1.7498 -0.3032 3.2851 -3.6617 -0.2415 0.9512 -0.001
O 3.9237 0.9270 -0.1438 -2.6801 -0.0515 3.5282 -0.090
H 3.2976 1.6083 0.3016 2.0805 -1.1086 -1.7365 0.063
H 3.6854 0.2410 0.5789 1.2162 0.9102 -1.7693 0.093
O -1.9249 2.7638 -1.5337 4.1740 0.6254 -1.8267 -0.174
H -0.8972 2.4300 -1.8396 -4.5641 1.8352 1.1446 0.139
H -1.9887 3.7324 -1.8756 0.3503 -2.4957 0.8114 0.092
O 2.4794 -0.0505 -2.3570 0.7684 -0.9555 1.1902 -0.069
H 3.0824 0.1100 -1.5746 -0.7584 0.2674 -1.1895 0.016
H 1.9552 0.7296 -2.4651 -0.1288 0.8165 -0.1827 0.007
O -1.7058 -3.2375 0.8943 6.1446 -0.7442 -2.4801 0.041
H -2.4548 -3.0179 1.2664 -6.0636 2.0649 3.3380 -0.048
H -1.9530 -3.9517 0.3373 0.0487 -1.1048 -0.9243 0.044
```
Forces are in eV/Å.

Results
**Orbital gap**: 10.9 eV
**E**: -20265.48406 eV
**Net charge**: +1
**E_LUMO**: -3.63 eV
**HOMO energy**: -14.485 eV

---

No. 5
Below is 2 unconnected molecules or ions with the total composition C6H10N2O2S at a distorted geometry, with properties calculated with the ωB97M-V functional and the def2-TZVPD basis.

The geometry in XYZ format:
```
21
Properties=species:S:1:pos:R:3:forces:R:3:lowdin_charge:R:1
C -0.8509 0.1067 -1.4229 1.1965 0.6116 -0.3139 -0.316
C -2.6466 1.3872 0.1750 0.4929 -0.4420 -0.7442 -0.519
C 2.6717 -2.1790 0.4912 2.1268 0.2445 1.3594 -0.151
C -3.0242 -0.0519 -1.8044 0.8004 0.3067 -1.4810 0.128
C 2.5105 -0.8615 1.3356 -2.7420 -1.5493 0.3524 -0.448
C -2.1237 0.5249 -0.9904 -2.1449 -0.8185 -0.0716 -0.181
N 0.0604 -0.2166 -2.0415 0.3454 -0.0914 -0.1021 0.157
N -1.6976 1.9243 0.9371 -0.3507 0.6763 0.8522 0.189
O -3.8321 1.5450 0.3609 -0.1061 -0.2083 -0.2363 0.065
O 1.5698 1.3954 0.1221 1.0975 1.1421 -0.9457 -0.485
S 0.9801 0.0524 0.8177 0.5324 -1.4089 1.2603 0.842
H 2.2779 -2.1791 -0.4914 -0.6253 0.6518 -0.9588 0.029
H 3.7825 -2.4118 0.3370 -1.4731 -0.0601 0.6096 0.089
H 2.1279 -2.9826 1.0290 0.7003 0.3215 -0.2663 0.073
H -2.6216 -0.6465 -2.6923 -1.0012 0.7027 1.4790 0.119
H -4.0463 0.2709 -1.7610 -0.5028 -0.3448 0.2028 0.079
H 2.0538 1.2789 -0.7318 -0.8730 -0.3804 0.6982 0.075
H 3.1834 -0.0582 1.4047 1.6376 0.5878 -0.5579 0.038
H 2.3426 -1.1605 2.4000 0.0634 0.2333 -0.7651 0.073
H -0.7286 1.8195 0.7712 0.7740 -0.1208 -0.1688 0.016
H -1.9892 2.4424 1.7545 0.0519 -0.0539 -0.2021 0.129
```
Forces are in eV/Å.

Results
**Orbital gap**: 8.5 eV
**E**: -24292.28528 eV
**Net charge**: 0
**Structure (SMILES)**: C=C(C#N)C(N)=O.CCSO
**E_LUMO**: 0.05 eV
**HOMO energy**: -8.490 eV

---

No. 6
Below is C5H12O2 in the gas phase, with properties calculated with the ωB97M-V functional and the def2-TZVPD basis.

The geometry in XYZ format:
```
19
Properties=species:S:1:pos:R:3:forces:R:3:lowdin_charge:R:1
C 2.3355 0.2950 1.3405 0.0536 -0.0224 -0.0182 -0.104
C 0.8300 0.4596 1.1499 -0.0726 0.0315 0.0053 -0.208
C 0.3411 -0.0956 -0.1918 0.0452 0.2781 -0.0575 -0.376
O 0.4367 -1.5090 -0.2283 -0.1551 -0.1170 0.1380 -0.025
C -1.0969 0.3248 -0.5097 0.1778 0.1116 -0.1941 -0.399
C -1.5747 -0.1862 -1.8628 0.0104 -0.0170 -0.0392 -0.043
O -1.8916 -0.2259 0.5405 -0.2852 0.0207 -0.0020 -0.037
H 2.6267 -0.7550 1.2377 -0.0459 0.1382 0.0174 0.074
H 2.8918 0.8741 0.5929 -0.0866 -0.0945 0.0949 0.073
H 2.6513 0.6433 2.3300 -0.0590 -0.0690 -0.1502 0.070
H 0.2864 -0.0580 1.9498 0.0542 0.0839 -0.1137 0.116
H 0.5571 1.5210 1.2238 0.0297 -0.1278 -0.0456 0.116
H 0.9915 0.2748 -0.9962 -0.0914 -0.0233 0.0936 0.153
H -0.3354 -1.8140 0.2725 0.1915 -0.1228 -0.0252 0.095
H -1.1501 1.4251 -0.4860 0.0008 -0.1546 0.0366 0.145
H -1.6053 -1.2797 -1.8589 0.0226 0.1466 -0.0189 0.085
H -2.5772 0.1957 -2.0937 0.1398 -0.0520 0.0598 0.081
H -0.9030 0.1307 -2.6667 -0.0742 0.0080 0.1181 0.088
H -2.8138 -0.2210 0.2563 0.1442 -0.0182 0.1009 0.097
```
Forces are in eV/Å.

Results
**Orbital gap**: 10.9 eV
**E**: -9474.59367 eV
**Net charge**: 0
**Structure (SMILES)**: CC[C@@H](O)[C@@H](C)O
**E_LUMO**: 0.80 eV
**HOMO energy**: -10.059 eV

---

No. 7
Below is a molecular structure, C34H34GeN2OPd, with properties calculated with the ωB97M-V functional and the def2-TZVPD basis.

The geometry in XYZ format:
```
73
Properties=species:S:1:pos:R:3:forces:R:3:lowdin_charge:R:1
Pd 1.0920 1.1808 0.5221 -0.2162 0.0365 0.5545 0.791
O 2.6031 3.4449 1.3354 -0.1842 -0.0978 0.2730 -0.093
C 1.9597 4.5041 0.6907 -0.0163 0.1938 -0.1571 -0.207
C 0.4959 4.2718 0.3596 0.1408 -0.1691 0.1422 -0.240
C -0.2738 5.2830 -0.2046 0.0579 0.0818 0.0729 -0.021
C -1.6197 5.0660 -0.4154 -0.0647 0.0597 -0.0413 -0.051
C -2.1779 3.8532 -0.0335 -0.0105 -0.0562 -0.0182 -0.041
C -1.3432 2.8944 0.4959 -0.0263 0.1971 -0.0408 -0.127
N -0.0245 3.0880 0.6641 -0.1612 -0.2133 -0.1169 0.013
H 2.8977 2.7728 0.6911 0.1459 -0.0156 -0.3140 0.002
H 2.4895 4.8054 -0.2219 -0.0390 -0.0095 -0.0107 0.120
H 1.9992 5.3559 1.3740 0.0094 0.0355 -0.0255 0.132
H 0.1900 6.2257 -0.4683 -0.0089 -0.0081 0.0170 0.119
H -2.2333 5.8347 -0.8676 0.0061 0.0021 0.0135 0.111
H -3.2267 3.6320 -0.1762 0.0050 0.0207 0.0161 0.110
H -1.7233 1.9261 0.7889 -0.0148 -0.0283 -0.0176 0.082
C 4.8384 1.3662 0.6048 0.0078 -0.0104 -0.0533 -0.078
N 3.8032 1.5983 -0.4085 0.2868 -0.1101 -0.0791 -0.317
C 4.2551 2.6287 -1.3455 -0.0913 -0.0436 0.0550 -0.099
C 3.5779 0.3543 -1.1755 0.0582 0.0587 0.0800 -0.183
C 3.0864 -0.8019 -0.3427 -0.0765 -0.0179 -0.0864 -0.280
C 3.7118 -2.0358 -0.4674 0.0526 -0.0443 0.1259 -0.056
C 3.2745 -3.1323 0.2689 0.0550 0.0312 -0.0254 -0.093
C 2.2250 -2.9751 1.1560 -0.0475 0.0490 0.0378 -0.089
C 1.5911 -1.7404 1.2722 0.0778 -0.0435 0.1051 -0.136
C 1.9879 -0.6443 0.5155 0.1069 0.2430 -0.2022 -0.252
H 5.7629 0.9899 0.1454 0.0338 0.0087 0.0091 0.096
H 4.4812 0.6320 1.3232 0.0199 -0.0232 0.0316 0.092
H 5.0555 2.2982 1.1269 -0.0097 -0.0202 0.0061 0.088
H 5.1406 2.3001 -1.9067 0.0146 0.0063 -0.0028 0.091
H 4.5176 3.5359 -0.8015 -0.0179 0.0338 0.0154 0.084
H 3.4565 2.8517 -2.0552 0.0237 0.0012 0.0030 0.093
H 4.5344 0.0789 -1.6449 -0.0273 -0.0594 -0.0835 0.116
H 2.8715 0.5796 -1.9783 -0.0965 0.0389 0.0617 0.120
H 4.5568 -2.1407 -1.1406 -0.0060 -0.0104 -0.0008 0.107
H 3.7633 -4.0922 0.1587 -0.0056 0.0055 -0.0079 0.099
H 1.8827 -3.8114 1.7549 0.0144 -0.0044 -0.0169 0.101
H 0.7771 -1.6334 1.9742 -0.0836 -0.0207 0.0232 0.074
C -0.1851 0.2584 -0.3900 0.3013 0.0278 -0.5170 -0.234
Ge -1.5364 -1.0904 -0.0395 -0.1517 -0.0223 0.2018 0.875
C -2.0339 -1.6279 1.7856 0.0011 0.0336 -0.0622 -0.280
C -2.7778 -0.7777 2.6044 0.1174 0.0054 0.1202 -0.125
C -3.0736 -1.1235 3.9170 0.0021 -0.0141 -0.0209 -0.088
C -2.6290 -2.3331 4.4334 0.0306 0.0064 -0.0490 -0.093
C -1.8814 -3.1878 3.6339 -0.0275 0.0325 -0.0069 -0.084
C -1.5884 -2.8358 2.3225 -0.0885 -0.0433 0.0055 -0.125
C -3.0816 -0.1841 -0.8681 -0.0328 -0.1367 0.0829 -0.280
C -2.8873 0.5201 -2.0585 0.0093 0.0761 0.0004 -0.121
C -3.9360 1.1966 -2.6687 -0.0142 -0.0097 0.0666 -0.094
C -5.2007 1.1846 -2.0927 0.0373 -0.0330 0.0120 -0.101
C -5.4131 0.4784 -0.9162 0.0372 -0.0113 -0.0153 -0.093
C -4.3615 -0.2030 -0.3124 -0.0241 -0.0117 -0.1214 -0.113
C -0.9455 -2.6661 -1.0292 -0.0660 0.0139 -0.0451 -0.273
C -1.6833 -3.8487 -0.9958 0.0244 -0.0188 -0.0461 -0.115
C -1.2591 -4.9694 -1.6992 0.0265 0.0235 0.0197 -0.091
C -0.0857 -4.9193 -2.4406 -0.0148 0.0417 0.0193 -0.093
C 0.6582 -3.7472 -2.4795 -0.0448 -0.0040 0.0192 -0.083
C 0.2289 -2.6270 -1.7801 -0.0048 -0.0510 0.0030 -0.106
H -3.1195 0.1805 2.2289 -0.0222 0.0034 -0.0292 0.089
H -3.6486 -0.4457 4.5361 0.0035 -0.0145 0.0019 0.101
H -2.8589 -2.6066 5.4554 0.0015 0.0060 -0.0022 0.099
H -1.5240 -4.1297 4.0315 -0.0090 -0.0001 0.0021 0.101
H -1.0078 -3.5143 1.7071 0.0192 0.0075 0.0116 0.091
H -1.8982 0.5518 -2.5009 -0.0141 -0.0130 -0.0005 0.086
H -3.7654 1.7345 -3.5933 -0.0023 -0.0023 0.0049 0.099
H -6.0194 1.7132 -2.5653 0.0034 -0.0058 0.0038 0.098
H -6.4002 0.4472 -0.4713 0.0017 0.0128 -0.0011 0.099
H -4.5531 -0.7680 0.5912 0.0085 0.0053 0.0364 0.088
H -2.5966 -3.9043 -0.4119 -0.0003 0.0113 -0.0179 0.102
H -1.8424 -5.8814 -1.6651 0.0060 0.0053 -0.0014 0.099
H 0.2493 -5.7935 -2.9850 -0.0043 0.0046 0.0008 0.098
H 1.5777 -3.7061 -3.0504 -0.0007 0.0023 0.0087 0.102
H 0.8231 -1.7198 -1.8021 -0.0217 -0.0250 -0.0269 0.083
```
Forces are in eV/Å.

Results
**Orbital gap (alpha / beta)**: 6.9 / 6.9 eV
**E**: -100828.65126 eV
**Net charge**: 0
**E_LUMO (alpha / beta)**: 0.09 / 0.11 eV
**HOMO energy (alpha / beta)**: -6.829 / -6.809 eV

---

No. 8
Below is C2H4N4 in the gas phase, with properties calculated with the ωB97M-V functional and the def2-TZVPD basis.

The geometry in XYZ format:
```
10
Properties=species:S:1:pos:R:3:forces:R:3:lowdin_charge:R:1
N -0.9601 1.2595 -0.9028 0.0572 0.1093 0.0605 0.080
C -0.2433 0.2833 -0.1961 0.0968 -0.0900 0.1188 -0.417
N 0.0145 0.3865 1.1034 -0.0285 -0.1178 -0.2421 0.093
N 0.6459 -0.7443 1.3782 0.0913 -0.0961 0.1802 -0.108
N 0.8378 -1.5740 0.3739 -0.1423 0.2603 0.0068 0.046
C 0.2699 -0.9484 -0.6518 -0.0207 -0.0154 -0.0252 -0.104
H -0.3664 1.7841 -1.5355 -0.0986 -0.1196 -0.0111 0.082
H -1.3857 1.9090 -0.2511 0.0458 -0.0355 -0.0755 0.079
H 0.9544 -0.9538 2.3142 -0.0262 -0.0264 -0.1507 0.150
H 0.2330 -1.4016 -1.6323 0.0251 0.1312 0.1384 0.099
```
Forces are in eV/Å.

Results
**Orbital gap**: 10.3 eV
**E**: -8098.50989 eV
**Net charge**: 0
**Structure (SMILES)**: Nc1cn[nH]n1
**E_LUMO**: 1.17 eV
**HOMO energy**: -9.114 eV